# 1
Computed, not measured: C19H19N5O5S in the gas phase in a non-equilibrium geometry, with ωB97M-V with the def2-TZVPD basis set.

CARTESIAN COORDINATES (ANGSTROEM)
C 8.600 -0.474 2.070
H 9.231 0.035 2.799
H 8.497 -1.526 2.341
H 9.053 -0.406 1.079
O 7.362 0.205 2.127
C 6.338 -0.134 1.305
C 5.211 0.619 1.415
C 4.024 0.382 0.656
C 2.931 1.194 0.840
C 1.605 1.090 0.312
C 0.910 -0.091 0.136
N 1.334 -1.342 0.436
H 2.162 -1.438 1.000
H 0.629 -2.061 0.479
N -0.372 -0.020 -0.364
C -0.924 1.209 -0.640
N -0.369 2.329 -0.444
C 0.920 2.387 0.085
O 1.428 3.455 0.333
S -2.538 0.949 -1.270
C -2.282 -0.792 -1.058
N -1.139 -1.101 -0.585
C -3.345 -1.780 -1.336
H -3.779 -1.616 -2.318
H -2.909 -2.778 -1.273
C -4.383 -1.660 -0.202
O -4.165 -2.176 0.873
N -5.493 -0.940 -0.452
C -5.828 -0.278 -1.702
H -5.164 0.579 -1.873
H -5.736 -0.973 -2.542
C -7.277 0.210 -1.649
O -7.512 1.117 -0.600
C -6.813 0.803 0.594
H -7.478 1.046 1.426
C -6.397 -0.661 0.654
H -5.865 -0.875 1.583
H -7.276 -1.312 0.602
H -5.917 1.438 0.664
H -7.949 -0.657 -1.566
H -7.520 0.745 -2.570
H 3.083 2.101 1.414
C 4.092 -0.660 -0.333
C 5.203 -1.401 -0.485
C 6.394 -1.252 0.344
O 7.351 -2.011 0.218
H 5.269 -2.163 -1.248
H 3.256 -0.793 -1.004
H 5.208 1.422 2.137

## Properties
**Max |F|**: 0.0228 Eh/bohr
**HOMO**: -7.62 eV
**Frontier orbital gap**: 6.65 eV
**Electronic energy**: -48532.827 eV
**SMILES string**: COC1=C/C(=C/c2c(N)n3nc(CC(=O)N4CCOCC4)sc3nc2=O)C=CC1=O

***

# 2
Computed, not measured: C19H19NO3 in the gas phase, with ωB97M-V with the def2-TZVPD basis set.

CARTESIAN COORDINATES (ANGSTROEM)
O 4.182 0.783 -1.759
H 4.951 1.156 -2.202
C 4.152 1.248 -0.421
C 2.975 0.623 0.278
C 2.923 -0.757 0.446
C 1.830 -1.352 1.033
C 0.755 -0.582 1.481
C 0.818 0.800 1.347
C 1.915 1.386 0.737
H 1.937 2.460 0.623
H 0.021 1.435 1.702
O -0.276 -1.281 2.019
C -1.472 -0.622 2.384
C -2.616 -1.631 2.297
C -2.905 -2.046 0.849
H -1.992 -2.395 0.364
H -3.657 -2.839 0.841
O -3.494 -0.982 0.115
C -2.721 -0.027 -0.466
C -3.276 1.238 -0.515
C -2.606 2.317 -1.094
C -1.357 2.150 -1.627
C -0.762 0.875 -1.633
C 0.510 0.642 -2.198
C 1.023 -0.623 -2.223
C 0.249 -1.659 -1.677
N -0.919 -1.482 -1.127
C -1.447 -0.242 -1.073
H 0.606 -2.681 -1.692
H 1.999 -0.824 -2.634
H 1.064 1.475 -2.606
H -0.819 2.979 -2.061
H -3.080 3.287 -1.100
H -4.254 1.376 -0.079
H -3.511 -1.186 2.734
H -2.347 -2.521 2.866
H -1.680 0.219 1.714
H -1.381 -0.237 3.410
H 1.774 -2.423 1.154
H 3.743 -1.364 0.093
H 4.063 2.343 -0.398
H 5.082 0.965 0.097

## Properties
**Max |F|**: 0.0171 Eh/bohr
**HOMO**: -7.95 eV
**Frontier orbital gap**: 8.48 eV
**Electronic energy**: -27643.416 eV
**SMILES string**: OCc1ccc(OCCCOc2cccc3cccnc23)cc1

***

# 3
Computed, not measured: C19H19NO5S in the gas phase in a non-equilibrium geometry, with ωB97M-V with the def2-TZVPD basis set.

CARTESIAN COORDINATES (ANGSTROEM)
C -3.649 3.928 -3.452
C -3.000 2.908 -2.537
H -3.471 1.923 -2.640
H -3.075 3.209 -1.485
O -1.624 2.801 -2.892
C -0.883 1.973 -2.151
O -1.362 1.340 -1.217
C 0.512 1.894 -2.544
C 1.379 1.072 -1.840
N 1.037 0.298 -0.772
C 1.960 -0.481 -0.132
O 3.121 -0.494 -0.521
C 1.499 -1.273 1.008
C 0.254 -1.295 1.506
C -0.211 -2.073 2.638
C 0.621 -2.920 3.371
C 0.160 -3.658 4.453
C -1.168 -3.527 4.786
C -2.017 -2.683 4.063
C -1.568 -1.953 2.996
H -2.235 -1.307 2.449
O -3.274 -2.739 4.602
C -3.193 -3.642 5.684
O -1.871 -4.128 5.789
H -3.471 -3.127 6.617
H -3.883 -4.484 5.516
H 0.811 -4.309 5.012
H 1.659 -3.012 3.098
H -0.517 -0.686 1.051
H 2.289 -1.868 1.442
H 0.050 0.367 -0.517
S 2.982 1.109 -2.442
C 2.502 2.252 -3.676
C 1.183 2.576 -3.612
C 0.511 3.528 -4.545
H 1.219 3.913 -5.273
H 0.083 4.360 -3.991
H -0.302 3.031 -5.070
C 3.528 2.747 -4.638
H 3.256 2.493 -5.663
H 3.634 3.830 -4.572
H 4.489 2.292 -4.414
H -4.702 4.025 -3.203
H -3.166 4.895 -3.338
H -3.556 3.614 -4.489

## Properties
**Max |F|**: 0.0252 Eh/bohr
**HOMO**: -7.65 eV
**Frontier orbital gap**: 7.54 eV
**Electronic energy**: -42574.329 eV
**SMILES string**: CCOC(=O)c1c(NC(=O)/C=C/c2ccc3c(c2)OCO3)sc(C)c1C

***

# 4
Computed, not measured: C19H20AsHfN2O4S6 as an isolated structure in a non-equilibrium geometry, with ωB97M-V with the def2-TZVPD basis set.

CARTESIAN COORDINATES (ANGSTROEM)
Hf 0.613 0.565 0.227
O 0.737 -2.394 -2.190
C 0.827 -1.235 -1.863
O 1.683 -0.713 -1.018
C -0.081 -0.172 -2.487
C -0.991 -0.547 -3.497
C -1.633 0.448 -4.167
C -1.313 1.802 -3.896
C -1.799 2.865 -4.690
C -1.347 4.136 -4.475
C -0.418 4.400 -3.449
C 0.017 3.406 -2.619
C -0.420 2.083 -2.841
N 0.125 1.064 -2.100
H -1.125 -1.597 -3.709
H -2.344 0.224 -4.954
H -2.502 2.647 -5.485
H -1.703 4.950 -5.094
H -0.082 5.414 -3.275
H 0.700 3.592 -1.803
O 1.333 -0.522 1.864
N 2.421 -0.326 2.624
C 3.611 -0.244 1.979
C 4.767 -0.013 2.656
C 4.680 0.147 4.055
C 3.480 0.020 4.681
C 2.266 -0.275 3.982
S 0.808 -0.583 4.756
H 3.544 -0.382 0.911
H 5.696 0.056 2.112
H 5.566 0.364 4.637
H 3.385 0.119 5.752
S -2.835 1.704 2.016
As -1.350 2.447 0.710
S 2.097 2.576 0.392
S 0.755 2.547 2.033
S -1.667 4.360 -0.039
C -3.272 -2.891 0.273
C -3.184 -1.831 1.353
S -1.546 -1.310 1.818
O -0.966 -0.889 0.409
C -0.703 -2.871 2.181
C 0.067 -3.514 1.041
H -4.310 -2.994 -0.045
H -2.927 -3.866 0.617
H -2.678 -2.600 -0.594
H -3.659 -2.121 2.294
H -3.635 -0.881 1.053
H -1.492 -3.520 2.574
H -0.040 -2.597 3.001
H -0.576 -3.956 0.282
H 0.700 -4.297 1.461
H 0.717 -2.797 0.546

## Properties
**Max |F|**: 0.0313 Eh/bohr
**HOMO**: -4.10 eV
**Frontier orbital gap**: 5.76 eV
**Electronic energy**: -158361.511 eV
**Charge**: -1

***

# 5
Computed, not measured: a 2-piece molecular cluster, C19H20BFO6 overall in a non-equilibrium geometry, with ωB97M-V with the def2-TZVPD basis set.

CARTESIAN COORDINATES (ANGSTROEM)
F 0.568 -4.314 -3.893
C 0.279 -3.710 -2.692
C -0.274 -4.512 -1.694
C -0.579 -3.897 -0.471
C -0.323 -2.554 -0.272
C 0.341 -1.778 -1.252
C 0.821 -0.490 -0.862
C 2.006 0.114 -1.388
C 2.243 1.476 -1.074
C 3.296 2.161 -1.635
C 4.192 1.509 -2.492
C 4.062 0.119 -2.688
C 2.993 -0.581 -2.145
C 0.577 -2.365 -2.520
H -0.511 -5.563 -1.879
H -1.059 -4.465 0.326
H -0.590 -2.080 0.678
H 0.611 -0.148 0.177
H 1.560 1.965 -0.379
H 3.434 3.220 -1.409
H 4.989 2.071 -2.988
H 4.809 -0.404 -3.285
H 2.903 -1.656 -2.303
H 0.995 -1.784 -3.331
C -4.576 -0.539 1.716
C -3.091 -0.614 1.417
O -2.622 0.582 1.024
B -1.195 0.865 0.978
H -0.663 0.323 -0.188
O -1.035 2.306 0.999
C -1.762 3.042 0.146
C -2.077 4.393 0.756
O -2.166 2.646 -0.940
O -0.568 0.313 2.197
C 0.655 0.713 2.589
C 0.929 0.400 4.050
O 1.466 1.295 1.880
O -2.412 -1.627 1.577
H -4.898 0.505 1.676
H -5.111 -1.120 0.966
H -4.804 -0.997 2.687
H -1.390 4.588 1.580
H -1.998 5.171 -0.002
H -3.107 4.421 1.135
H 0.187 -0.273 4.480
H 1.925 -0.049 4.110
H 0.975 1.323 4.639

## Properties
**Max |F|**: 0.0602 Eh/bohr
**HOMO**: -8.79 eV
**Frontier orbital gap**: 6.44 eV
**Electronic energy**: -35707.370 eV

***

# 6
Computed, not measured: C19H20BiN3OS2 as an isolated structure in a non-equilibrium geometry, with ωB97M-V with the def2-TZVPD basis set.

CARTESIAN COORDINATES (ANGSTROEM)
Bi -0.811 -0.592 1.280
S 2.832 -2.013 -0.605
C 1.734 -2.037 -1.859
C 0.396 -1.999 -1.454
C 0.219 -2.092 -0.099
C 1.435 -2.431 0.669
C 1.963 -0.677 2.221
C 1.794 -0.286 3.666
C 1.877 1.014 3.972
C 1.896 1.995 2.920
C 1.498 1.618 1.687
N 1.268 0.297 1.376
H 2.071 -1.998 -2.881
H -0.397 -1.886 -2.172
H 1.712 -1.077 4.391
H 1.854 1.341 4.998
H 2.158 3.014 3.134
H 1.299 2.326 0.896
C 3.970 -2.378 2.024
C 3.027 -3.608 2.125
C 1.961 -3.840 1.026
O 1.279 -1.873 1.963
C 3.467 -0.900 1.924
H 4.658 -2.543 1.191
H 4.578 -2.442 2.928
H 2.519 -3.578 3.089
H 3.682 -4.482 2.129
H 1.139 -4.433 1.429
H 2.367 -4.370 0.164
H 4.051 -0.298 2.622
H 3.679 -0.485 0.934
N -4.696 2.910 -3.852
C -4.222 3.314 -2.674
S -4.767 4.734 -1.999
C -3.261 2.488 -1.931
C -2.760 2.923 -0.693
C -1.964 2.099 0.068
N -1.633 0.860 -0.326
C -2.050 0.448 -1.527
C -2.830 1.222 -2.357
H -5.386 3.485 -4.315
H -4.411 2.069 -4.327
H -3.025 3.902 -0.326
H -1.592 2.421 1.028
H -1.766 -0.548 -1.821
H -3.110 0.817 -3.315

## Properties
**Max |F|**: 0.0408 Eh/bohr
**HOMO**: -13.54 eV
**Frontier orbital gap**: 4.91 eV
**Electronic energy**: -54036.031 eV
**Charge**: +2

***

Please write out number 3 again, unchanged.
Computed, not measured: C19H19NO5S in the gas phase in a non-equilibrium geometry, with ωB97M-V with the def2-TZVPD basis set.

CARTESIAN COORDINATES (ANGSTROEM)
C -3.649 3.928 -3.452
C -3.000 2.908 -2.537
H -3.471 1.923 -2.640
H -3.075 3.209 -1.485
O -1.624 2.801 -2.892
C -0.883 1.973 -2.151
O -1.362 1.340 -1.217
C 0.512 1.894 -2.544
C 1.379 1.072 -1.840
N 1.037 0.298 -0.772
C 1.960 -0.481 -0.132
O 3.121 -0.494 -0.521
C 1.499 -1.273 1.008
C 0.254 -1.295 1.506
C -0.211 -2.073 2.638
C 0.621 -2.920 3.371
C 0.160 -3.658 4.453
C -1.168 -3.527 4.786
C -2.017 -2.683 4.063
C -1.568 -1.953 2.996
H -2.235 -1.307 2.449
O -3.274 -2.739 4.602
C -3.193 -3.642 5.684
O -1.871 -4.128 5.789
H -3.471 -3.127 6.617
H -3.883 -4.484 5.516
H 0.811 -4.309 5.012
H 1.659 -3.012 3.098
H -0.517 -0.686 1.051
H 2.289 -1.868 1.442
H 0.050 0.367 -0.517
S 2.982 1.109 -2.442
C 2.502 2.252 -3.676
C 1.183 2.576 -3.612
C 0.511 3.528 -4.545
H 1.219 3.913 -5.273
H 0.083 4.360 -3.991
H -0.302 3.031 -5.070
C 3.528 2.747 -4.638
H 3.256 2.493 -5.663
H 3.634 3.830 -4.572
H 4.489 2.292 -4.414
H -4.702 4.025 -3.203
H -3.166 4.895 -3.338
H -3.556 3.614 -4.489

## Properties
**Max |F|**: 0.0252 Eh/bohr
**HOMO**: -7.65 eV
**Frontier orbital gap**: 7.54 eV
**Electronic energy**: -42574.329 eV
**SMILES string**: CCOC(=O)c1c(NC(=O)/C=C/c2ccc3c(c2)OCO3)sc(C)c1C